Entry 1:
A cluster of 2 separate species, C6H16BN2O5 in total. Source: the Open Molecules 2025 dataset; level of theory: wB97M-V/def2-TZVPD.

```
30
Properties=species:S:1:pos:R:3:forces:R:3:nbo_charge:R:1
N 3.6738 0.2997 -0.8386 0.09 0.53 0.17 -1.103
B 3.5616 1.2271 -1.9062 0.16 0.01 0.20 1.178
O 4.3716 1.1092 -3.0149 0.07 0.02 0.10 -0.896
O 2.6738 2.3069 -1.9022 -0.40 -0.28 -0.35 -0.745
C 1.5430 2.2791 -1.1036 0.05 0.37 0.02 0.903
O 1.6073 2.3039 0.0976 0.00 -0.20 0.13 -0.628
N 0.4146 2.3144 -1.8534 0.08 -0.15 -0.17 -0.624
C -0.8167 1.6746 -1.3710 -0.08 0.09 0.13 -0.233
C -0.6262 0.2028 -1.0729 -0.05 0.04 -0.04 -0.114
O 0.0726 -0.3645 -2.2014 -0.18 0.02 -0.05 -0.770
H 4.6085 0.0087 -0.5977 -0.11 -0.36 -0.18 0.388
H 3.1361 0.5238 -0.0117 0.02 -0.04 -0.02 0.411
H 4.1296 1.7566 -3.6808 0.03 0.07 -0.01 0.487
H 0.5972 2.1461 -2.8297 0.02 -0.09 0.04 0.394
H -1.5504 1.7968 -2.1705 0.03 0.04 0.02 0.189
H -1.1936 2.1931 -0.4893 0.09 -0.02 0.01 0.218
H -0.0643 0.0428 -0.1518 0.09 0.06 -0.08 0.192
H -1.5895 -0.2763 -0.8891 0.05 -0.03 0.04 0.259
H -0.2533 -1.2618 -2.2983 0.07 -0.07 0.08 0.479
C -2.2247 -0.7021 3.1415 -0.01 0.03 0.02 -0.635
C -2.5606 -1.7255 2.0337 -0.04 -0.05 0.03 0.142
C -1.9423 -3.0849 2.4317 0.00 -0.04 0.00 -0.635
O -2.1567 -1.3141 0.8178 -0.01 0.03 -0.07 -0.985
H -1.1394 -0.5589 3.1775 -0.01 0.02 -0.01 0.184
H -2.6863 0.2582 2.8987 0.02 0.00 -0.02 0.191
H -2.5734 -1.0152 4.1345 0.00 -0.02 0.01 0.163
H -3.6741 -1.8795 2.1050 -0.01 0.00 0.00 0.054
H -0.8517 -2.9856 2.4547 -0.01 -0.01 -0.02 0.183
H -2.2006 -3.8335 1.6788 0.02 0.02 -0.02 0.191
H -2.2861 -3.4420 3.4114 -0.01 0.01 0.02 0.163
```
Forces are in eV/Å.

Calculated values
- Frontier orbital gap: 5.4 eV
- LUMO level: 2.54 eV
- Energy above the lowest of the compared OMol25 structures with the same formula, charge and spin: 0.0 kcal per mole
- HOMO: -0.10641 Ha
- Total charge: -1

***

Entry 2:
The ion C9H15N4O2 with charge +1 at a distorted geometry. Source: the Open Molecules 2025 dataset; level of theory: wB97M-V/def2-TZVPD.

```
30
Properties=species:S:1:pos:R:3:forces:R:3:nbo_charge:R:1
C -3.1347 0.3539 -0.1608 -1.28 -1.60 1.32 -0.371
C -4.1282 -0.5722 0.1481 -0.90 3.42 -0.08 0.170
C -2.0316 -0.4716 -0.2642 -0.14 -2.36 0.29 0.271
C 1.8483 -2.5151 0.3438 1.64 -1.39 0.02 -0.476
C 0.6199 2.0976 -0.4382 1.00 -3.85 -0.10 -0.434
C 2.4675 -1.3668 -0.5289 1.05 -2.21 0.63 -0.263
C 0.3916 -2.1593 0.4147 -1.01 -2.05 -2.06 -0.294
C -0.4159 1.2284 -1.2155 2.11 -1.66 4.61 -0.166
C 0.5866 1.7359 1.0788 -0.11 2.04 -0.47 -0.077
N -2.3673 -1.7587 -0.1222 3.60 0.89 -0.95 -0.176
N 1.4187 -0.5071 -0.7528 -2.29 2.35 -1.78 -0.138
N 0.3003 -0.8802 -0.3495 2.12 -1.44 0.82 0.218
N -0.7219 -0.0952 -0.4493 0.29 2.17 -2.37 -0.142
O -3.6349 -1.7831 0.1190 -3.24 -0.81 0.75 -0.203
O -0.7830 1.4060 1.3964 0.87 0.88 2.10 -0.747
H -3.1366 1.3635 0.1251 -0.20 1.20 -0.35 0.261
H -5.1796 -0.2652 0.4529 1.45 -1.40 -0.53 0.248
H 2.0859 -3.5309 -0.0464 -0.89 0.77 -0.76 0.256
H 2.3327 -2.7471 1.2919 -0.10 1.29 0.51 0.256
H 1.6031 1.8754 -0.9514 -0.91 0.85 1.07 0.245
H 0.3139 3.0785 -0.4944 -0.42 2.26 -0.49 0.228
H 3.2267 -0.7659 -0.0232 0.29 -0.35 -0.06 0.245
H 2.8602 -1.7015 -1.5315 -0.21 0.25 1.06 0.255
H -0.2660 -2.9252 -0.0308 0.51 0.40 -0.97 0.284
H -0.1867 -2.1648 1.2723 -0.32 1.10 2.56 0.264
H -1.2791 1.7279 -1.2515 -3.50 1.54 -0.27 0.217
H -0.0954 0.9363 -2.1244 1.13 -0.82 -3.16 0.219
H 1.1829 0.8984 1.4124 0.63 -0.06 -0.23 0.162
H 0.9282 2.7040 1.5929 -0.46 -1.56 -0.27 0.200
H -0.7331 1.3066 2.3741 -0.69 0.14 -0.84 0.488
```
Forces are in eV/Å.

Calculated values
- Frontier orbital gap (spin up / spin down): 8.9 / 8.8 eV
- Structure (SMILES): OCCCN(c1ccon1)[N+]1=NCCC1
- LUMO level (spin up / spin down): -3.93 / -3.93 eV
- Energy above the lowest of the compared OMol25 structures with the same formula, charge and spin: 155.5 kcal per mole
- HOMO (spin up / spin down): -0.46971 / -0.46970 Ha
- Total charge: +1

***

Q: Which of these has the highest total charge?
A: C9H15N4O2

***

Repeat the first record exactly.
A cluster of 2 separate species, C6H16BN2O5 in total. Source: the Open Molecules 2025 dataset; level of theory: wB97M-V/def2-TZVPD.

```
30
Properties=species:S:1:pos:R:3:forces:R:3:nbo_charge:R:1
N 3.6738 0.2997 -0.8386 0.09 0.53 0.17 -1.103
B 3.5616 1.2271 -1.9062 0.16 0.01 0.20 1.178
O 4.3716 1.1092 -3.0149 0.07 0.02 0.10 -0.896
O 2.6738 2.3069 -1.9022 -0.40 -0.28 -0.35 -0.745
C 1.5430 2.2791 -1.1036 0.05 0.37 0.02 0.903
O 1.6073 2.3039 0.0976 0.00 -0.20 0.13 -0.628
N 0.4146 2.3144 -1.8534 0.08 -0.15 -0.17 -0.624
C -0.8167 1.6746 -1.3710 -0.08 0.09 0.13 -0.233
C -0.6262 0.2028 -1.0729 -0.05 0.04 -0.04 -0.114
O 0.0726 -0.3645 -2.2014 -0.18 0.02 -0.05 -0.770
H 4.6085 0.0087 -0.5977 -0.11 -0.36 -0.18 0.388
H 3.1361 0.5238 -0.0117 0.02 -0.04 -0.02 0.411
H 4.1296 1.7566 -3.6808 0.03 0.07 -0.01 0.487
H 0.5972 2.1461 -2.8297 0.02 -0.09 0.04 0.394
H -1.5504 1.7968 -2.1705 0.03 0.04 0.02 0.189
H -1.1936 2.1931 -0.4893 0.09 -0.02 0.01 0.218
H -0.0643 0.0428 -0.1518 0.09 0.06 -0.08 0.192
H -1.5895 -0.2763 -0.8891 0.05 -0.03 0.04 0.259
H -0.2533 -1.2618 -2.2983 0.07 -0.07 0.08 0.479
C -2.2247 -0.7021 3.1415 -0.01 0.03 0.02 -0.635
C -2.5606 -1.7255 2.0337 -0.04 -0.05 0.03 0.142
C -1.9423 -3.0849 2.4317 0.00 -0.04 0.00 -0.635
O -2.1567 -1.3141 0.8178 -0.01 0.03 -0.07 -0.985
H -1.1394 -0.5589 3.1775 -0.01 0.02 -0.01 0.184
H -2.6863 0.2582 2.8987 0.02 0.00 -0.02 0.191
H -2.5734 -1.0152 4.1345 0.00 -0.02 0.01 0.163
H -3.6741 -1.8795 2.1050 -0.01 0.00 0.00 0.054
H -0.8517 -2.9856 2.4547 -0.01 -0.01 -0.02 0.183
H -2.2006 -3.8335 1.6788 0.02 0.02 -0.02 0.191
H -2.2861 -3.4420 3.4114 -0.01 0.01 0.02 0.163
```
Forces are in eV/Å.

Calculated values
- Frontier orbital gap: 5.4 eV
- LUMO level: 2.54 eV
- Energy above the lowest of the compared OMol25 structures with the same formula, charge and spin: 0.0 kcal per mole
- HOMO: -0.10641 Ha
- Total charge: -1

***

Q: Which of these has the highest energy above the lowest of the compared OMol25 structures with the same formula, charge and spin?
A: C9H15N4O2

***

Q: What is the formula in the first record?
A: C6H16BN2O5